Record 1
The following is a quantum chemistry calculation of a 12-piece molecular cluster, C30H72O30 overall, from the OMol25 dataset.

Each line ends with the Löwdin charge.
Element x y z (Å)
C 14.819 11.793 16.971  -0.0156
O 14.737 10.380 17.355  -0.0302
C 14.620 10.201 18.688  -0.5935
O 14.783 11.060 19.526  0.1064
O 14.197 8.891 18.822  -0.0505
C 14.185 8.418 20.222  -0.0202
H 13.830 12.287 17.075  0.0844
H 15.118 11.732 15.847  0.1010
H 15.681 12.333 17.490  0.1186
H 14.895 7.508 20.213  0.1146
H 13.179 7.951 20.473  0.1041
H 14.483 9.203 20.873  0.0661
C 11.555 10.503 13.232  0.0067
O 10.235 10.213 13.829  0.0301
C 10.209 9.385 14.827  -0.5816
O 9.174 8.993 15.319  0.1297
O 11.509 8.969 15.176  -0.0739
C 11.639 8.028 16.268  -0.0192
H 11.345 11.262 12.567  0.0467
H 11.932 9.613 12.685  0.1149
H 12.318 10.834 13.961  0.0986
H 12.711 7.758 16.184  0.1124
H 10.916 7.290 16.157  0.0678
H 11.479 8.436 17.257  0.0682
C 13.311 15.105 19.288  0.0114
O 13.476 16.191 18.323  0.0155
C 14.582 16.107 17.626  -0.6503
O 15.368 15.215 17.688  0.0978
O 14.756 17.276 16.923  -0.0172
C 16.170 17.451 16.576  -0.0302
H 13.908 14.228 19.050  0.0849
H 12.244 14.947 19.299  0.0744
H 13.669 15.498 20.250  0.1054
H 16.725 17.764 17.482  0.1027
H 16.174 18.174 15.796  0.0622
H 16.685 16.543 16.162  0.1009
C 9.437 14.599 17.732  -0.0306
O 9.331 13.448 18.591  0.0290
C 10.362 12.648 18.336  -0.5867
O 11.209 12.863 17.500  0.0845
O 10.307 11.600 19.207  0.0043
C 11.437 10.691 19.152  -0.0203
H 10.484 14.932 17.763  0.0815
H 8.778 15.384 18.053  0.0960
H 9.289 14.290 16.703  0.0932
H 11.866 10.654 18.109  0.1004
H 10.939 9.768 19.445  0.0993
H 12.226 10.968 19.831  0.0827
C 10.639 17.218 14.695  -0.0225
O 10.818 17.636 13.339  -0.0168
C 11.373 18.800 13.162  -0.6162
O 11.689 19.672 13.923  0.1599
O 11.342 18.918 11.797  -0.0638
C 12.259 19.817 11.154  -0.0121
H 10.092 16.253 14.813  0.1008
H 9.890 17.949 15.163  0.1267
H 11.597 17.276 15.171  0.0922
H 13.216 19.606 11.658  0.0739
H 11.835 20.776 11.302  0.0838
H 12.260 19.474 10.076  0.1157
C 16.344 11.283 13.147  -0.0355
O 16.184 12.671 13.391  -0.0312
C 17.192 13.552 13.130  -0.5585
O 17.023 14.757 13.284  0.0995
O 18.290 12.976 12.675  -0.0229
C 19.360 13.802 12.236  -0.0023
H 16.682 10.726 13.983  0.0787
H 17.058 11.134 12.361  0.0894
H 15.307 10.964 12.923  0.1069
H 19.738 14.362 13.035  0.0824
H 18.977 14.406 11.405  0.0987
H 20.066 13.100 11.818  0.1011
O 16.503 13.077 10.501  -0.0750
C 16.762 13.455 9.151  -0.2021
C 16.434 14.955 8.976  -0.1929
O 15.180 15.390 9.493  -0.0877
H 15.581 12.812 10.727  0.0629
H 17.740 13.275 8.759  0.1095
H 16.184 12.820 8.475  0.1052
H 16.466 15.333 7.953  0.1246
H 17.261 15.404 9.529  0.1045
H 15.251 15.526 10.453  0.0567
O 6.226 12.367 12.326  -0.0639
C 7.593 12.804 12.174  -0.2388
C 7.895 13.183 10.744  -0.2381
O 7.894 11.979 9.958  -0.0883
H 6.089 11.582 11.772  0.0865
H 7.650 13.660 12.824  0.1117
H 8.312 12.133 12.553  0.0900
H 8.940 13.632 10.606  0.1308
H 7.091 13.860 10.477  0.1149
H 8.136 12.320 9.075  0.0911
O 13.935 12.073 10.685  -0.1073
C 13.078 11.962 9.562  -0.2493
C 13.389 10.656 8.904  -0.2402
O 14.745 10.637 8.439  -0.0474
H 13.587 12.785 11.260  0.0362
H 11.979 12.069 9.835  0.1427
H 13.274 12.704 8.787  0.1178
H 12.684 10.619 7.995  0.1465
H 13.168 9.799 9.578  0.1217
H 15.289 10.850 9.163  0.0338
O 10.210 16.154 10.468  -0.0378
C 10.924 16.653 9.382  -0.2655
C 12.397 16.391 9.434  -0.2831
O 12.999 16.838 8.235  -0.0835
H 10.320 16.680 11.246  0.0450
H 10.509 16.143 8.503  0.1259
H 10.768 17.706 9.102  0.1222
H 12.761 15.378 9.525  0.1011
H 12.766 16.940 10.339  0.1043
H 13.907 16.409 8.383  0.0883
O 14.923 16.305 12.148  -0.1012
C 15.011 17.717 11.869  -0.2145
C 16.395 18.272 11.877  -0.1833
O 17.015 18.090 13.200  -0.0564
H 15.479 16.129 12.950  0.0947
H 14.609 17.848 10.898  0.0961
H 14.385 18.295 12.567  0.1217
H 16.341 19.336 11.553  0.1348
H 17.004 17.726 11.157  0.1184
H 17.949 18.064 13.044  0.0714
O 13.418 14.080 12.243  -0.0936
C 12.509 14.187 13.382  -0.1461
C 13.221 13.853 14.706  -0.2031
O 14.260 14.761 15.153  -0.0649
H 13.765 14.997 12.140  0.0600
H 12.100 15.226 13.473  0.1159
H 11.678 13.479 13.292  0.1104
H 13.686 12.912 14.551  0.0759
H 12.490 13.811 15.501  0.1024
H 15.135 14.323 15.004  0.0845

Results
HOMO, eV: -9.7
Structure (SMILES): COC(=O)OC.COC(=O)OC.COC(=O)OC.COC(=O)OC.COC(=O)OC.COC(=O)OC.OCCO.OCCO.OCCO.OCCO.OCCO.OCCO
HOMO-LUMO gap, eV: 9.993

Record 2
The following is a quantum chemistry calculation of C17H23BN4Zn as an isolated structure, from the OMol25 dataset.

Each line ends with the natural charge from an NBO analysis.
Element x y z (Å)
Zn 9.064 9.929 4.736  1.6699
C 10.850 9.279 2.658  -0.4311
N 11.159 9.994 3.939  -0.5609
C 12.180 9.103 4.580  -0.4238
C 11.504 11.411 3.742  0.1592
C 12.824 11.779 3.656  -0.2360
C 13.210 13.157 3.502  -0.2479
C 12.164 14.044 3.581  -0.1852
C 10.837 13.683 3.749  -0.2600
C 10.471 12.339 3.831  0.1315
N 9.184 11.794 3.945  -0.8498
C 7.965 12.436 3.858  0.1627
C 7.634 13.806 3.827  -0.2678
C 6.341 14.172 3.684  -0.1909
C 5.306 13.281 3.573  -0.2413
C 5.559 11.960 3.769  -0.2570
C 6.846 11.521 3.939  0.1334
N 7.157 10.112 3.890  -0.5823
C 6.008 9.293 4.375  -0.4169
C 7.429 9.688 2.510  -0.4346
H 11.840 9.168 2.072  0.1911
H 10.157 9.753 2.059  0.2060
H 10.508 8.289 2.976  0.2230
H 13.008 8.881 3.876  0.1868
H 11.638 8.196 4.814  0.2305
H 12.602 9.594 5.486  0.2149
H 13.599 11.003 3.764  0.2141
H 14.144 13.587 3.284  0.2203
H 12.385 15.082 3.568  0.2048
H 10.142 14.469 3.936  0.2049
H 8.458 14.513 3.828  0.2104
H 6.111 15.231 3.657  0.2106
H 4.292 13.673 3.401  0.2137
H 4.659 11.343 3.674  0.2198
H 5.232 9.158 3.686  0.1942
H 5.607 9.748 5.250  0.2157
H 6.449 8.300 4.457  0.2264
H 6.559 9.934 1.906  0.2027
H 7.654 8.661 2.537  0.2211
H 8.246 10.305 2.067  0.2204
B 8.102 5.750 3.843  -0.6155
C 8.780 6.972 4.502  0.4431
N 9.288 7.936 4.922  -0.8242
H 7.205 5.648 4.686  0.0309
H 8.791 4.724 3.819  0.0423
H 7.727 5.987 2.786  0.0209

Results
HOMO, eV: -7.4
HOMO-LUMO gap, eV: 7.169

Record 3
The following is a quantum chemistry calculation of one molecule with the formula C5H8O, from the OMol25 dataset.

Each line ends with the natural charge from an NBO analysis.
Element x y z (Å)
C -0.067 -2.094 -0.150  -0.6603
C -0.117 -0.622 -0.066  0.0104
C 0.370 0.569 0.134  0.0060
C 1.548 1.391 -0.247  -0.6642
C -1.019 0.456 0.480  0.0320
O -2.032 1.135 -0.328  -0.7338
H -0.231 -2.464 0.997  0.2339
H 1.024 -2.329 -0.412  0.2250
H -0.748 -2.673 -0.888  0.2457
H 2.552 0.952 -0.474  0.2387
H 1.691 2.236 0.579  0.2236
H 1.161 2.100 -1.166  0.2431
H -1.323 0.693 1.580  0.1401
H -2.810 0.649 -0.038  0.4597

Results
HOMO, eV: -9.2
Structure (SMILES): CC1=C(C)C1O
HOMO-LUMO gap, eV: 10.006

Record 4
The following is a quantum chemistry calculation of C49H36N5Y as an isolated structure, from the OMol25 dataset.

Each line ends with the Löwdin charge.
Element x y z (Å)
Y -0.117 -0.340 0.666  1.5537
C -5.362 -3.106 -4.697  -0.0891
C -4.105 -2.746 -5.170  -0.0761
C -3.155 -2.232 -4.297  -0.0351
C -3.452 -2.067 -2.944  -0.2137
C -4.714 -2.426 -2.480  -0.0300
C -5.664 -2.948 -3.350  -0.0773
C -2.438 -1.495 -2.011  -0.0555
C -2.710 -0.236 -1.482  -0.2316
C -3.729 0.647 -1.971  0.0094
C -3.678 1.769 -1.206  -0.0257
C -2.641 1.568 -0.224  -0.2393
N -2.044 0.367 -0.433  0.0074
C -2.260 2.536 0.775  -0.0758
C -0.902 2.802 1.023  -0.2483
C -0.350 4.110 1.348  -0.0052
C 0.990 4.016 1.243  0.0163
C 1.295 2.649 0.880  -0.2210
C 2.570 2.171 0.608  -0.0691
C 3.706 3.120 0.841  -0.2280
C 4.333 3.744 -0.237  -0.0346
C 5.379 4.634 -0.028  -0.0786
C 5.811 4.910 1.264  -0.0921
C 5.190 4.294 2.343  -0.0787
C 4.143 3.404 2.131  -0.0318
C 2.884 0.896 0.090  -0.2186
N 1.999 -0.079 -0.238  0.0064
C 2.732 -1.162 -0.665  -0.2471
C 2.215 -2.374 -1.102  -0.0659
C 3.176 -3.485 -1.383  -0.2175
C 3.313 -4.521 -0.461  -0.0198
C 4.194 -5.567 -0.706  -0.0742
C 4.945 -5.588 -1.876  -0.0903
C 4.810 -4.559 -2.800  -0.0791
C 3.928 -3.514 -2.555  -0.0381
C 0.856 -2.624 -1.384  -0.2544
C 0.359 -3.762 -2.102  0.0136
C -0.949 -3.510 -2.378  0.0051
C -1.252 -2.226 -1.814  -0.2317
N -0.152 -1.736 -1.177  0.0088
C 4.139 -0.842 -0.601  0.0170
C 4.233 0.430 -0.155  0.0149
N 0.128 1.944 0.765  0.0024
C -3.312 3.281 1.543  -0.1494
C -3.000 3.891 2.774  -0.0497
C -3.955 4.541 3.540  -0.0808
C -5.279 4.579 3.134  -0.0920
C -5.632 3.919 1.968  -0.0794
C -4.676 3.268 1.201  -0.0322
H -6.105 -3.507 -5.378  0.1010
H -3.863 -2.863 -6.222  0.1038
H -2.172 -1.949 -4.659  0.1250
H -4.950 -2.297 -1.428  0.1226
H -6.642 -3.229 -2.975  0.1032
H -4.357 0.461 -2.830  0.1190
H -4.226 2.686 -1.359  0.1080
H -0.923 5.007 1.514  0.1140
H 1.715 4.809 1.348  0.1177
H 3.990 3.526 -1.244  0.1240
H 5.855 5.114 -0.875  0.1022
H 6.627 5.604 1.430  0.1004
H 5.522 4.502 3.353  0.1023
H 3.658 2.920 2.973  0.1223
H 2.731 -4.499 0.456  0.1194
H 4.296 -6.366 0.021  0.1041
H 5.633 -6.402 -2.066  0.1002
H 5.390 -4.571 -3.717  0.1027
H 3.814 -2.711 -3.278  0.1245
H 0.946 -4.624 -2.388  0.1163
H -1.641 -4.125 -2.934  0.1134
H 4.942 -1.508 -0.882  0.1159
H 5.129 1.011 0.003  0.1141
H -2.002 3.816 3.171  0.1025
H -3.661 4.996 4.478  0.1046
H -6.029 5.074 3.739  0.1020
H -6.668 3.892 1.653  0.1043
H -5.015 2.731 0.331  0.0790
C 1.099 -1.010 3.630  -0.1496
C -0.131 -1.579 4.023  -0.1874
C -0.537 -2.462 3.015  -0.1916
C 0.436 -2.454 1.985  -0.2884
C 1.474 -1.562 2.393  -0.2550
H 1.687 -0.308 4.209  0.0874
H -0.672 -1.358 4.936  0.0899
H -1.437 -3.065 3.020  0.0925
H 0.534 -3.224 1.235  0.0826
H 2.460 -1.507 1.961  0.0899
N -2.007 0.141 2.567  0.0529
H -2.826 0.680 2.307  0.0349
H -1.564 0.614 3.345  0.0482
H -2.313 -0.750 2.929  0.0271

Results
HOMO (alpha / beta), eV: -6.8 / -6.8
HOMO-LUMO gap (alpha / beta), eV: 5.413 / 5.412

Record 5
The following is a quantum chemistry calculation of one molecule with the formula C3HN3O, from the OMol25 dataset.

Each line ends with the natural charge from an NBO analysis.
Element x y z (Å)
N -0.863 1.627 0.048  -0.2909
C -1.738 0.789 0.168  0.1151
C -0.336 0.020 0.146  -0.1519
C 0.354 -0.527 -1.033  0.3970
O 1.281 -1.303 -0.968  -0.5243
N 0.556 -0.838 2.270  0.1791
N 0.134 -0.431 1.316  0.1300
H -0.051 -0.134 -1.982  0.1459

Results
HOMO, eV: -9.7
HOMO-LUMO gap, eV: 8.843

Record 6
The following is a quantum chemistry calculation of an isolated ion of composition C3H6N3O and charge +1, from the OMol25 dataset.

Each line ends with the natural charge from an NBO analysis.
Element x y z (Å)
H 0.060 -2.362 -0.059  0.4285
N -0.091 -1.351 -0.159  -0.6187
C -1.267 -0.880 -0.003  0.3457
N -1.455 0.470 0.107  -0.6012
C -0.444 1.424 0.134  0.3700
N 0.776 1.193 -0.101  -0.4919
C 1.366 0.008 -0.338  0.5414
O 2.394 -0.287 0.370  -0.6123
H -2.246 -1.600 0.190  0.2439
H -2.369 0.886 0.058  0.4399
H -0.894 2.319 0.327  0.2107
H 1.519 -0.265 -1.466  0.2191
H 2.650 0.445 0.939  0.5249

Results
HOMO, eV: -15.1
Structure (SMILES): [H]/N=C/[NH+]=C\N=C\O
Total charge: +1
HOMO-LUMO gap, eV: 10.720

no.,E (Eh)
1,-3443.336969
2,-2684.743405
3,-270.422703
4,-2201.084323
5,-354.270971
6,-357.123262